1.
Density functional theory data (ωB97M-V/def2-TZVPD) for a cluster of 2 separate species, C12H20F7N2O4S2 in total.

## Properties
* HOMO: -0.459 Eh
* spin multiplicity: 1
* net charge: +1
* gap between HOMO and LUMO: 9.14 eV

The geometry in XYZ format:
```
47
Properties=species:S:1:pos:R:3:lowdin_charge:R:1
C 0.71 -1.72 -0.62 -0.11
S 1.39 -0.10 -0.30 0.65
O 0.86 0.74 -1.35 -0.31
O 2.80 -0.15 -0.10 -0.27
C 0.60 0.62 1.20 -0.31
C -0.91 0.36 1.20 -0.07
N -1.28 -0.88 1.96 0.10
C -0.70 -0.83 3.34 -0.04
C 0.81 -0.71 3.28 -0.19
C 1.47 -2.09 2.97 -0.36
F 0.48 -2.99 2.65 0.10
F 2.30 -2.03 1.92 0.14
C 2.20 -2.69 4.20 -0.33
F 2.52 -3.98 3.91 0.17
F 1.31 -2.67 5.24 0.15
C 3.49 -1.95 4.63 -0.53
F 4.28 -1.71 3.59 0.20
F 4.12 -2.72 5.53 0.20
F 3.16 -0.79 5.21 0.17
N 1.30 0.34 2.43 0.05
H -0.36 -1.71 -0.53 0.06
H 1.18 -2.48 -0.01 0.06
H 0.97 -1.90 -1.66 0.09
H 0.70 1.68 0.98 0.15
H -1.25 0.26 0.17 0.12
H -1.44 1.21 1.62 0.15
H -2.30 -0.88 2.05 0.19
H -1.03 -1.73 1.46 0.16
H -1.10 0.06 3.81 0.15
H -1.05 -1.68 3.91 0.15
H 1.10 -0.46 4.29 0.15
H 1.56 1.16 2.93 0.15
C -0.97 2.41 -5.58 -0.21
C -2.11 3.35 -5.15 -0.21
C -3.18 2.49 -4.47 -0.22
S -2.31 1.08 -3.77 0.66
O -2.75 -0.12 -4.43 -0.32
O -2.33 1.17 -2.32 -0.36
C -0.69 1.52 -4.37 -0.23
H -0.08 2.96 -5.88 0.12
H -1.29 1.80 -6.43 0.12
H -1.72 4.09 -4.45 0.12
H -2.52 3.89 -6.00 0.12
H -3.69 3.02 -3.67 0.10
H -3.90 2.10 -5.18 0.11
H -0.14 0.61 -4.61 0.11
H -0.18 2.06 -3.58 0.10
```


2.
Density functional theory data (ωB97M-V/def2-TZVPD) for an isolated molecule of C2H5N3O2 at a distorted geometry.

## Properties
* HOMO: -0.339 Eh
* spin multiplicity: 1
* net charge: 0
* gap between HOMO and LUMO: 9.75 eV
* structure (SMILES): [H]/N=C(/N)O/C=N\O
* relative energy (zero: lowest compared OMol25 entry of this formula, charge and spin): 3.665 eV

The geometry in XYZ format:
```
12
Properties=species:S:1:pos:R:3:lowdin_charge:R:1
H -2.69 -1.22 -0.37 0.07
N -2.41 -0.26 -0.07 0.13
C -1.18 -0.03 -0.16 -0.61
N -0.67 1.16 0.26 0.15
O -0.26 -0.93 -0.59 0.03
C 0.85 -1.19 0.22 -0.16
N 1.90 -0.50 0.30 0.01
O 1.90 0.57 -0.53 -0.08
H 0.30 1.31 0.05 0.05
H -1.29 1.99 0.31 0.13
H 0.81 -2.00 0.91 0.13
H 2.74 1.10 -0.33 0.15
```


3.
Density functional theory data (ωB97M-V/def2-TZVPD) for a cluster of 8 separate species, C15H46N2O15 in total at a distorted geometry.

## Properties
* HOMO (alpha / beta): -0.440 / -0.440 Eh
* spin multiplicity: 2
* net charge: +1
* gap between HOMO and LUMO (alpha / beta): 9.33 / 3.24 eV

The geometry in XYZ format:
```
78
Properties=species:S:1:pos:R:3:lowdin_charge:R:1
C 6.49 12.55 20.19 -0.66
O 7.28 12.36 21.06 0.39
N 6.77 12.30 18.94 0.32
N 5.27 12.88 20.38 0.28
H 7.73 12.26 18.65 0.16
H 5.94 12.27 18.37 0.12
H 4.55 12.72 19.69 0.09
H 4.87 12.84 21.30 0.16
C 7.66 15.48 16.85 -0.23
C 9.21 15.64 16.66 -0.24
O 9.71 14.48 16.07 -0.05
O 7.40 15.21 18.20 -0.07
H 7.26 14.72 16.18 0.10
H 7.21 16.33 16.36 0.10
H 9.58 15.83 17.67 0.11
H 9.47 16.51 16.07 0.12
H 10.66 14.50 16.25 0.10
H 7.77 15.81 18.86 0.10
C 8.42 10.82 15.29 -0.19
C 7.81 12.16 14.73 -0.23
O 7.13 11.91 13.52 -0.07
O 9.42 10.13 14.45 -0.09
H 7.64 10.06 15.34 0.11
H 8.91 11.03 16.24 0.10
H 8.56 12.88 14.40 0.11
H 7.18 12.59 15.51 0.08
H 7.73 11.75 12.79 0.09
H 9.57 9.24 14.78 0.08
C 2.83 13.02 17.29 -0.21
C 4.16 13.58 16.63 -0.14
O 4.63 14.88 17.13 -0.07
O 2.96 12.48 18.59 -0.09
H 2.38 12.32 16.59 0.12
H 2.15 13.86 17.44 0.12
H 3.75 13.68 15.62 0.13
H 4.83 12.73 16.49 0.10
H 4.75 14.68 18.06 0.08
H 2.17 11.98 18.80 0.07
C 4.46 17.33 14.97 -0.24
C 4.58 18.60 14.09 -0.16
O 3.43 19.54 14.35 -0.09
O 4.99 17.21 16.29 -0.11
H 5.04 16.61 14.39 0.11
H 3.43 16.99 14.86 0.12
H 4.37 18.33 13.05 0.12
H 5.58 19.01 14.20 0.12
H 3.70 20.15 15.04 0.07
H 4.84 16.29 16.51 0.00
C 2.21 18.11 17.84 -0.22
C 3.03 17.27 18.88 -0.19
O 4.45 17.58 19.11 -0.09
O 0.83 17.72 17.83 -0.07
H 2.56 17.98 16.82 0.09
H 2.30 19.17 18.07 0.12
H 2.98 16.22 18.60 0.08
H 2.59 17.23 19.88 0.12
H 4.90 17.89 18.32 0.05
H 0.31 18.52 17.70 0.08
C 2.91 8.48 18.36 -0.23
C 4.19 8.27 17.62 -0.30
O 4.84 7.11 17.99 -0.03
O 3.22 9.08 19.61 -0.08
H 2.31 7.58 18.45 0.14
H 2.41 9.28 17.82 0.11
H 4.89 9.09 17.78 0.11
H 3.86 8.15 16.58 0.13
H 5.12 7.25 18.90 0.09
H 3.27 8.47 20.35 0.09
C -0.77 12.67 15.98 -0.25
C -0.39 11.41 16.74 -0.26
O 0.24 11.60 17.96 -0.06
O -1.03 12.30 14.63 -0.06
H 0.03 13.42 15.90 0.11
H -1.59 13.23 16.43 0.12
H 0.29 10.82 16.13 0.13
H -1.32 10.84 16.81 0.13
H -0.29 12.19 18.49 0.11
H -1.51 13.04 14.25 0.09
```


4.
Density functional theory data (ωB97M-V/def2-TZVPD) for an isolated molecule of C3H7ClN2O at a distorted geometry.

## Properties
* HOMO: -0.325 Eh
* spin multiplicity: 1
* net charge: 0
* gap between HOMO and LUMO: 9.67 eV
* structure (SMILES): C=C(CCl)NON
* relative energy (zero: lowest compared OMol25 entry of this formula, charge and spin): 5.126 eV

The geometry in XYZ format:
```
14
Properties=species:S:1:pos:R:3:lowdin_charge:R:1
C 0.67 1.53 0.17 0.05
C 0.75 0.32 0.63 -0.29
C 1.06 -0.44 1.83 -0.54
Cl 2.52 -1.53 1.73 0.53
N 0.75 -0.86 -0.61 -0.05
O 0.24 -0.47 -1.74 -0.22
N -1.25 -0.68 -1.92 0.08
H 0.40 1.68 -0.90 0.08
H 0.89 2.43 0.74 0.07
H 0.17 -0.98 1.98 0.06
H 1.34 0.09 2.80 0.10
H 0.42 -1.70 -0.34 0.05
H -1.77 -0.29 -1.20 0.03
H -1.52 -0.15 -2.72 0.05
```


E? In order: -64624.22364 -10718.14477 -49979.01579 -20769.06114 eV.